{
  "formula": "CsNO3",
  "method": "ωB97M-V/def2-TZVPD",
  "e_tot_ha": -300.4473,
  "total_charge": 0,
  "relative_energy_kj_mol": 159.3,
  "max_force_ha_per_bohr": 0.071,
  "lumo_energy_ha": -0.0631,
  "symbols": ["Cs", "N", "O", "O", "O"],
  "coordinates": [[-3.7959, -1.5903, 0.6665], [0.9739, 0.3586, -0.1952], [1.5375, 0.7363, 0.8005], [1.0336, 1.1545, -1.1385], [0.2508, -0.6591, -0.1332]]
}